# 1
DFT (wB97M-V/def2-TZVPD) results for 2 unconnected molecules or ions with the total composition C9H10N2O2S at a distorted geometry.

Summary:
- HOMO (alpha / beta): -0.300 / -0.319 Ha
- Energy above the lowest of the compared OMol25 structures with the same formula, charge and spin: 59.7 kcal per mole
- LUMO level (alpha / beta): -0.88 / -0.88 eV
- Energy: -1007.072451 Eh
- Total charge: 0
- Orbital gap (alpha / beta): 0.2683 / 0.2868 Eh

Cartesian coordinates (Å):
S: -1.8270 -1.5360 0.6243
O: 1.3124 0.4865 -1.8594
O: 2.9274 0.5305 2.4262
N: 2.1046 0.8872 0.2885
N: 2.0369 -1.1503 1.0978
C: 1.4995 -1.2276 -0.1431
C: -3.1074 -0.4290 0.9667
C: -0.8237 -0.2254 0.1745
C: -1.3860 0.9961 0.2880
C: -0.7601 2.3187 -0.0051
C: 1.5443 0.1011 -0.7352
C: 1.0846 -2.4866 -0.7943
C: 2.4225 0.1600 1.4008
C: -2.7351 0.8540 0.7441
H: 0.4761 -3.0931 -0.1248
H: -3.3820 1.7004 0.8966
H: -0.2142 2.2812 -0.9456
H: 2.3022 1.8706 0.1958
H: 1.9628 -3.0650 -1.0827
H: 2.0943 -1.9118 1.7556
H: -0.0649 2.5952 0.7893
H: -1.5267 3.0874 -0.0717
H: 0.5148 -2.2499 -1.6909
H: -4.0515 -0.8093 1.3031

=====

# 2
DFT (wB97M-V/def2-TZVPD) results for a single C9H10N2O3 molecule at a distorted geometry.

Summary:
- HOMO (alpha / beta): -0.330 / -0.330 Ha
- Energy above the lowest of the compared OMol25 structures with the same formula, charge and spin: 103.7 kcal per mole
- LUMO level (alpha / beta): 0.10 / 0.10 eV
- Energy: -684.054048 Eh
- Total charge: 0
- Orbital gap (alpha / beta): 0.3334 / 0.3333 Eh
- Structure (SMILES): CC(=O)/N=C(/C)Oc1cccc[n+]1[O-]

Cartesian coordinates (Å):
O: 0.1578 0.8109 0.0681
O: -1.0946 -1.5353 0.5488
O: 3.0874 1.9242 1.0924
N: 2.3572 0.0689 0.0289
N: -1.7910 -0.5618 0.1218
C: -3.0739 -0.7295 -0.0841
C: -1.2078 0.6041 -0.2131
C: 3.0607 -0.1581 2.3199
C: 0.8369 -0.9149 -1.5149
C: 2.8546 0.7747 1.1475
C: -1.9294 1.6600 -0.7353
C: -3.3107 1.5234 -0.9087
C: -3.8690 0.2936 -0.6296
C: 1.1912 0.0076 -0.3847
H: 3.8401 0.1120 3.0955
H: 0.8215 -2.0942 -1.2045
H: -0.1561 -0.6268 -1.8702
H: -5.0224 0.1912 -0.7126
H: -3.6278 -1.4517 0.4413
H: -1.4464 2.5260 -1.1083
H: 3.4254 -0.9721 1.8647
H: 2.0387 -0.4188 2.7443
H: -3.9103 2.1953 -1.5051
H: 1.5447 -0.7167 -2.1855